This record from the OMol25 dataset describes a molecular structure, C32H36BN9O6SW. The level of theory is the ωB97M-V functional and the def2-TZVPD basis.

The geometry in XYZ format:
```
86
Properties=species:S:1:pos:R:3:lowdin_spin:R:1
W 0.43811 0.21869 -0.30448 0.05
O 2.77710 1.38552 -1.32624 0.00
C 2.74918 2.74348 -1.74829 0.00
C 1.55870 2.89270 -2.69708 0.00
N 0.36655 2.23105 -2.14659 0.03
C -0.49527 1.68478 -3.23265 0.09
C -0.63757 0.19609 -3.15873 0.57
O 0.95069 -0.35742 -4.41124 0.05
O -0.48671 -0.50893 -2.19329 0.18
C -0.41008 3.17931 -1.33381 0.00
C -1.62372 2.42273 -0.71787 0.00
O -2.61904 3.02637 -0.39784 0.00
O -1.44247 1.15616 -0.65777 0.00
H 3.57829 1.21405 -0.81481 0.00
H 3.66992 3.00172 -2.28088 0.00
H 2.65105 3.41566 -0.88967 0.00
H 1.82504 2.42986 -3.64909 0.00
H 1.37169 3.95935 -2.87047 0.00
H -0.12357 1.95262 -4.22400 0.00
H -1.51569 2.08158 -3.15066 0.00
H -0.78694 4.02342 -1.92821 0.00
H 0.20783 3.56815 -0.51842 0.00
C -2.84945 -0.58583 0.93599 0.00
C -1.79380 -1.62054 1.04547 0.00
C -1.96978 -2.91061 1.55789 0.00
C -0.71966 -3.47894 1.56544 0.00
N 0.15827 -2.58672 1.07983 0.00
N -0.49815 -1.44092 0.73777 0.00
B 1.66992 -2.65672 0.86266 0.00
N 2.29960 -1.43147 1.55157 0.00
C 3.12703 -1.44230 2.60453 0.00
C 3.57122 -0.15617 2.81162 0.00
C 2.94922 0.61423 1.83055 0.00
C 3.14964 2.07803 1.63100 0.00
N 2.17545 -0.17727 1.06611 0.00
N 1.86882 -2.49990 -0.66704 0.00
C 2.21347 -3.47633 -1.51115 0.00
C 2.34978 -2.92863 -2.76656 0.00
C 2.06468 -1.57518 -2.59683 0.00
C 2.14792 -0.53162 -3.66145 0.00
N 1.75289 -1.33166 -1.31158 0.00
N 2.47132 -3.86251 1.26800 0.00
C 2.26783 -5.09001 1.80763 0.00
C 3.46544 -5.75653 1.81697 0.00
C 4.38969 -4.85263 1.25349 0.00
C 5.84262 -5.05668 1.01119 0.00
N 3.77986 -3.72994 0.93156 0.00
H -3.77375 -0.97000 1.35855 0.00
H -3.03893 -0.30915 -0.10040 0.00
H -2.54824 0.31658 1.47178 0.00
H -2.88801 -3.36349 1.86979 0.00
H -0.42093 -4.45246 1.88988 0.00
H 3.35445 -2.34040 3.14150 0.00
H 4.24687 0.18407 3.56684 0.00
H 4.10928 2.26973 1.14746 0.00
H 3.17344 2.57034 2.60112 0.00
H 2.33853 2.51090 1.04887 0.00
H 2.33763 -4.48687 -1.18559 0.00
H 2.62601 -3.42026 -3.67548 0.00
H 2.95647 -0.79226 -4.35663 0.00
H 2.36515 0.43253 -3.20326 0.00
H 0.66181 -1.20920 -4.76635 0.00
H 1.30738 -5.41412 2.14898 0.00
H 3.65676 -6.74702 2.17481 0.00
H 6.16249 -6.01713 1.40492 0.00
H 6.41634 -4.26436 1.48749 0.00
H 6.05338 -5.02485 -0.05686 0.00
C 0.15439 8.07989 3.10793 0.00
C -0.57576 8.49631 4.34740 0.00
O -0.51440 9.57054 4.86132 0.00
S -1.68039 7.27567 5.09053 0.00
C -1.29098 5.73325 4.28462 0.00
C -0.05947 5.12692 4.51356 0.00
C 0.25820 3.95548 3.86029 0.00
C -0.65568 3.38904 2.96328 0.00
C -1.93119 3.94780 2.81872 0.00
C -2.24583 5.11358 3.48627 0.00
C -0.25815 2.32347 2.12611 0.00
C 0.13869 1.51261 1.30769 0.00
H 1.08261 7.58479 3.38796 0.00
H 0.40691 8.97526 2.54189 0.00
H -0.43865 7.40033 2.50236 0.00
H 0.63819 5.58848 5.19595 0.00
H 1.21209 3.47122 4.02309 0.00
H -2.64445 3.47807 2.15663 0.00
H -3.21892 5.55962 3.36610 0.00
```

As for the relative energy (zero: lowest compared OMol25 entry of this formula, charge and spin): 3.655 eV. The largest force on an atom is 2.249 eV Å⁻¹. Its total energy is -72794.3405 eV. As for the spin multiplicity: 2. The total charge is +1. The HOMO energy (alpha / beta) is -9.9609 / -9.9513 eV.

***

This record from the OMol25 dataset describes 5 unconnected molecules or ions with the total composition C32H36BrINO17P3. The level of theory is the ωB97M-V functional and the def2-TZVPD basis.

The geometry in XYZ format:
```
91
Properties=species:S:1:pos:R:3:mulliken_charge:R:1
C 3.78315 0.50119 5.61601 -1.09
C 4.05071 1.43045 4.44353 -0.22
O 2.98569 2.35820 4.31506 -0.36
C 2.77001 2.90563 3.02368 -0.61
C 1.30008 3.22161 2.81571 -0.81
O 0.56422 2.20235 2.14558 -0.02
C -0.21822 1.31507 2.91897 -0.70
C -1.63344 1.91093 3.15651 -1.22
I -2.34604 3.17507 1.55134 0.06
O -2.48922 0.86774 3.46002 -0.05
C -3.70981 1.20161 4.10323 -0.71
P -3.57240 0.66948 5.87729 0.19
O -3.07440 -0.85529 5.53461 -0.38
Br -5.77349 0.38826 6.16634 -0.25
N -0.22230 -0.02419 2.34457 0.73
C 1.11307 -0.62234 2.41188 0.01
P 1.05338 -2.33535 3.01467 0.91
O 0.14907 -3.23317 2.30242 -0.61
O 2.56571 -2.85229 2.96916 -0.54
O 0.77064 -2.18366 4.59030 -0.60
P -1.16801 -0.05381 0.85895 0.35
O 0.07992 -0.21622 -0.18764 -0.61
O -1.66265 -1.59722 0.77892 -0.47
H 4.21470 -0.48817 5.44982 0.29
H 4.20917 0.88372 6.54411 0.34
H 2.70809 0.38484 5.75812 0.23
H 4.17201 0.87412 3.50303 0.22
H 4.98657 1.98092 4.60848 0.41
H 3.11473 2.21670 2.24152 0.31
H 3.34322 3.83723 2.91931 0.50
H 0.84353 3.46371 3.78387 0.33
H 1.21260 4.11150 2.18753 0.46
H 0.21654 1.24301 3.92977 0.52
H -1.56841 2.61738 3.98931 0.92
H -3.89561 2.28353 4.08903 0.42
H -4.54007 0.70689 3.59888 0.49
H -3.32943 -1.49104 6.21596 0.31
H 1.70179 -0.04434 3.13315 -0.27
H 1.65739 -0.59398 1.46439 0.27
H 3.15381 -2.39568 3.58217 0.27
H 0.37100 -1.33402 4.81424 0.36
H -0.25140 -0.37693 -1.08993 0.49
H -2.05962 -1.90931 1.60426 0.27
O -1.28179 -0.02473 -2.09184 -0.66
C -1.21422 1.03072 -2.69822 0.92
C -2.11703 1.31360 -3.83885 -0.36
C -2.03277 2.46062 -4.50920 -0.50
C -1.03303 3.49684 -4.13780 0.08
O -0.94701 4.53917 -4.75251 -0.57
C -0.13580 3.20997 -2.98851 -0.72
C -0.22377 2.06281 -2.32109 -0.31
H -2.84162 0.54893 -4.09482 0.32
H -2.67640 2.69412 -5.34772 0.48
H 0.58412 3.97583 -2.73186 0.61
H 0.41137 1.82238 -1.47631 0.58
O -5.20617 -5.32110 -1.85812 -0.54
C -5.14133 -4.27784 -2.47114 0.20
C -6.05369 -4.00251 -3.61299 -0.46
C -5.98646 -2.86084 -4.29166 -0.43
C -4.99674 -1.81359 -3.93483 0.54
O -4.93954 -0.77163 -4.55847 -0.55
C -4.08636 -2.08554 -2.79548 -0.06
C -4.15258 -3.22791 -2.11606 -0.38
H -6.76454 -4.78394 -3.85011 0.40
H -6.63737 -2.63547 -5.12688 0.41
H -3.36647 -1.31388 -2.54828 0.26
H -3.49860 -3.44795 -1.28124 0.60
O 4.66119 6.28270 -7.17480 -0.54
C 4.24521 5.89757 -6.10436 0.35
C 4.44435 6.69710 -4.86719 -0.33
C 3.99103 6.27321 -3.69103 -0.45
C 3.26601 4.98467 -3.56654 0.42
O 2.84787 4.59968 -2.49305 -0.54
C 3.06546 4.18478 -4.80043 -0.18
C 3.51840 4.60763 -5.97700 -0.40
H 4.97487 7.63296 -4.98821 0.40
H 4.12110 6.83524 -2.77500 0.41
H 2.53370 3.24911 -4.68024 0.47
H 3.38500 4.04605 -6.89276 0.41
O 1.99593 -5.66893 -3.05764 -0.57
C 1.60620 -6.12469 -2.00234 0.40
C 1.90807 -5.46056 -0.71183 -0.28
C 1.48014 -5.96105 0.44386 -0.23
C 0.68156 -7.21261 0.49046 0.35
O 0.29235 -7.68000 1.53866 -0.55
C 0.37806 -7.87980 -0.80393 -0.37
C 0.80528 -7.37548 -1.95773 -0.39
H 2.48862 -4.54865 -0.77072 0.42
H 1.67949 -5.48175 1.39397 0.37
H -0.20610 -8.78937 -0.74273 0.41
H 0.59776 -7.83994 -2.91353 0.41
```

The structure (SMILES) is CCOCCO[C@@H]([C@@H](I)OCP(O)Br)N(CP(=O)(O)O)P(O)O.O=C1C=CC(=O)C=C1.O=C1C=CC(=O)C=C1.O=C1C=CC(=O)C=C1.O=C1C=CC(=O)C=C1. As for the relative energy (zero: lowest compared OMol25 entry of this formula, charge and spin): 0.000 eV. The largest force on an atom is 2.073 eV Å⁻¹. Its total energy is -176073.8949 eV. As for the spin multiplicity: 1. The total charge is 0. The HOMO energy is -8.2468 eV.

***

This record from the OMol25 dataset describes a molecular structure, C32H36ClGeN6O4S2SeTi. The level of theory is the ωB97M-V functional and the def2-TZVPD basis.

The geometry in XYZ format:
```
84
Properties=species:S:1:pos:R:3:mulliken_charge:R:1
Ti -0.13688 -0.21182 0.37252 0.32
S -4.86619 -5.84215 -0.64037 -0.19
C -5.79788 -5.65260 -2.05568 -0.36
C -5.52476 -4.47903 -2.68822 -0.63
C -4.53932 -3.71924 -2.01085 -0.29
C -4.07991 -4.32927 -0.87310 0.29
C -3.06459 -3.84378 0.06501 0.56
C -2.43788 -2.60296 -0.15832 -0.02
N -1.49859 -2.10463 0.61315 0.44
C -1.10459 -2.79839 1.70438 -0.29
C -1.68453 -4.02925 2.04072 0.69
C -1.27279 -4.71372 3.23332 -1.21
C -0.32794 -4.18817 4.03760 -1.19
C 0.29441 -2.93501 3.71581 0.64
C 1.29221 -2.36623 4.51957 -0.69
C 1.89148 -1.17244 4.17528 0.79
C 1.42104 -0.54542 3.00676 -0.74
N 0.47381 -1.05501 2.24634 0.91
C -0.08512 -2.24888 2.55748 -0.46
C 2.96393 -0.55140 4.95200 0.29
C 3.76638 0.49561 4.58259 -0.39
C 4.72158 0.83332 5.57248 -0.63
C 4.62864 0.03947 6.67402 -0.37
S 3.38876 -1.12079 6.51922 -0.19
C -2.66693 -4.54481 1.18409 -0.77
H -6.49989 -6.41724 -2.34533 0.46
H -6.00972 -4.16769 -3.60109 0.40
H -4.19223 -2.75774 -2.36244 0.48
H -2.72930 -1.98864 -1.00114 -0.16
H -1.74029 -5.66009 3.47263 0.46
H -0.01496 -4.70415 4.93599 0.46
H 1.60103 -2.89577 5.41375 0.47
H 1.81782 0.40567 2.67623 0.41
H 3.70463 0.99564 3.62691 0.48
H 5.44568 1.62695 5.46819 0.39
H 5.22884 0.07007 7.56858 0.45
H -3.11151 -5.50417 1.42289 0.48
O 3.31870 -0.84619 -1.74969 -0.57
Cl 2.68564 -0.72959 -0.46345 1.22
O 3.17631 -1.69345 0.49628 -0.60
O 1.15810 -1.21711 -0.71984 -0.53
O 0.59183 1.20301 0.55178 -0.56
C -1.83244 -0.95865 -4.89366 -0.92
N -1.85257 -0.37918 -3.55643 0.30
C -2.76709 0.52207 -3.06743 -0.89
C -2.39195 0.78744 -1.78735 -0.81
N -1.26518 0.05888 -1.49164 1.51
C -0.97213 -0.63434 -2.57831 -1.11
H -2.70624 -0.60980 -5.43611 0.33
H -1.85912 -2.04452 -4.83278 0.35
H -0.93564 -0.64685 -5.42421 0.34
H -3.57675 0.89673 -3.66819 0.52
H -2.83302 1.47002 -1.08329 0.58
H -0.12505 -1.29287 -2.68476 0.70
C 4.05703 5.65519 -4.34620 -1.15
Ge 3.54681 4.19430 -3.14736 0.44
C 4.41028 2.51667 -3.64308 -0.96
C 3.83590 4.67600 -1.27558 -0.96
C 1.60251 3.93010 -3.39316 -1.05
Se 0.85589 2.74218 -2.03545 -0.07
C 0.08024 4.12279 -0.91486 -0.73
H 5.12709 5.86002 -4.30387 0.37
H 3.52513 6.56771 -4.07550 0.35
H 3.80566 5.39882 -5.37603 0.36
H 5.49275 2.57444 -3.52977 0.37
H 4.19104 2.29075 -4.68760 0.34
H 4.04314 1.69548 -3.02551 0.21
H 4.89460 4.67801 -1.01670 0.41
H 3.32574 3.95257 -0.63807 0.15
H 3.43448 5.67097 -1.07791 0.32
H 1.40846 3.47273 -4.36379 0.43
H 1.06024 4.87574 -3.37085 0.46
H 0.85801 4.79979 -0.56654 0.32
H -0.37711 3.62769 -0.06087 -0.01
H -0.67108 4.67491 -1.47546 0.34
N -2.81185 2.11639 2.89553 -0.05
C -3.83881 1.42253 2.30068 -0.75
C -3.24086 0.56205 1.43634 -0.63
N -1.87340 0.72678 1.49516 0.42
C -1.65228 1.67173 2.38391 -0.79
H -2.90469 2.84065 3.58764 0.24
H -4.87140 1.60081 2.53950 0.43
H -3.69929 -0.16627 0.79047 0.56
H -0.68206 2.04660 2.66307 0.47
```

As for the relative energy (zero: lowest compared OMol25 entry of this formula, charge and spin): 0.000 eV. The largest force on an atom is 1.302 eV Å⁻¹. Its total energy is -230063.7949 eV. As for the spin multiplicity: 1. The total charge is +1. The HOMO energy is -9.3523 eV.

***

Question: relative energy (zero: lowest compared OMol25 entry of this formula, charge and spin) of number 1 (C32H36BN9O6SW)?
Answer: 3.655 eV